13
Properties=species:S:1:pos:R:3 method="wB97M-V/def2-TZVPD" mol_weight_g_mol=87.102 charge=+2 spin_multiplicity=2 homo_energy_ev="-17.949 / -16.263" e_above_lowest_kj_mol=45.5
C -0.45 -1.24 -0.96
C -1.03 -0.59 0.19
N -1.93 -1.46 0.68
C -1.88 -2.62 0.00
N -0.99 -2.46 -1.03
H 0.32 -0.90 -1.65
H -0.81 0.33 0.71
H -2.38 -1.32 1.59
H -2.34 -3.57 0.25
H -0.90 -3.08 -1.82
H 4.18 5.04 0.15
H 4.36 6.01 1.36
O 3.86 5.86 0.55

14
Properties=species:S:1:pos:R:3 method="wB97M-V/def2-TZVPD" mol_weight_g_mol=103.101 charge=-1 homo_energy_ev="-3.405 / -3.405" e_above_lowest_kj_mol=420.6
C -0.59 -0.11 -0.68
C -1.30 -0.50 0.68
C 1.90 1.10 0.38
N 0.21 -1.02 -1.21
N 1.99 -0.30 0.30
O 3.01 -0.66 -0.34
O -0.75 1.03 -1.14
H -1.68 -1.47 0.46
H -2.14 0.13 0.84
H -0.47 -0.51 1.34
H 1.41 1.35 1.37
H 2.85 1.76 0.16
H 1.15 1.36 -0.47
H 0.22 -1.89 -0.75